<w>
The following is a DFT calculation (ωB97M-V/def2-TZVPD) of C17H20BeNO4P2 as an isolated structure.

## Properties
E_LUMO	2.27	eV
E_HOMO	-4.85	eV
HOMO-LUMO gap	7.119	eV
net charge	-1

Geometry (Å):
Be 0.00 0.00 0.00
C 3.28 -0.65 -1.33
P 2.15 0.00 -0.04
C 3.09 1.49 0.48
C 2.41 -1.08 1.41
C 3.54 -1.89 1.58
C 3.67 -2.69 2.71
C 2.67 -2.70 3.68
C 1.55 -1.90 3.52
C 1.40 -1.08 2.40
P -0.04 0.00 2.13
C -0.24 0.82 3.75
C -1.42 -1.20 2.20
H 4.33 -0.62 -1.02
H 3.19 -0.04 -2.23
H 3.02 -1.68 -1.59
H 4.12 1.24 0.76
H 2.61 1.98 1.33
H 3.14 2.21 -0.34
H 4.34 -1.91 0.85
H 4.55 -3.32 2.83
H 2.77 -3.33 4.56
H 0.78 -1.92 4.29
H -0.37 0.11 4.57
H -1.12 1.47 3.73
H 0.63 1.45 3.98
H -1.43 -1.78 3.12
H -1.36 -1.90 1.36
H -2.38 -0.68 2.13
O -6.40 1.99 0.00
C -6.00 0.78 0.00
O -6.77 -0.24 0.00
C -4.51 0.52 0.00
C -4.02 -0.79 0.00
C -2.65 -1.01 0.00
N -1.73 -0.03 0.00
C -2.21 1.25 0.00
C -3.57 1.56 0.00
C -1.11 2.25 0.00
O -1.34 3.50 0.00
O 0.03 1.68 0.00
H -4.71 -1.63 0.00
H -2.25 -2.01 0.00
H -3.88 2.60 0.00
H 0.00 -1.43 0.00

---

<x>
The following is a DFT calculation (ωB97M-V/def2-TZVPD) of C17H20BeNO4P2 as an isolated structure.

## Properties
E_LUMO (alpha / beta)	1.75 / 1.76	eV
E_HOMO (alpha / beta)	-1.52 / -1.50	eV
HOMO-LUMO gap (alpha / beta)	3.270 / 3.257	eV
net charge	-1

Geometry (Å):
Be -0.87 -0.30 -0.69
C -3.00 -2.57 1.11
P -1.42 -1.69 0.86
C -0.24 -2.99 1.39
C -1.29 -0.53 2.26
C -2.02 -0.66 3.45
C -1.88 0.27 4.48
C -1.00 1.34 4.34
C -0.27 1.48 3.16
C -0.39 0.55 2.12
P 0.54 0.68 0.56
C 2.25 1.01 1.14
C 0.06 2.34 -0.03
H -3.03 -3.12 2.06
H -3.14 -3.30 0.31
H -3.84 -1.88 1.08
H -0.47 -3.36 2.40
H 0.79 -2.62 1.40
H -0.28 -3.84 0.70
H -2.71 -1.49 3.60
H -2.45 0.15 5.39
H -0.90 2.06 5.14
H 0.41 2.33 3.08
H 2.32 1.91 1.76
H 2.91 1.16 0.28
H 2.63 0.17 1.71
H 0.26 3.13 0.71
H -1.00 2.37 -0.28
H 0.62 2.59 -0.94
O 2.75 1.48 -5.98
C 2.90 0.40 -5.34
O 3.76 -0.50 -5.61
C 1.99 0.13 -4.15
C 2.12 -1.05 -3.42
C 1.28 -1.27 -2.34
N 0.33 -0.42 -1.93
C 0.20 0.74 -2.64
C 1.00 1.04 -3.74
C -0.88 1.66 -2.13
O -1.11 2.77 -2.71
O -1.50 1.20 -1.12
H 2.87 -1.78 -3.69
H 1.36 -2.18 -1.75
H 0.86 1.98 -4.28
H -0.53 0.61 -1.74

---

Looking at the structures above, which would you pick as the most stable? I would pick <w>.